1.
{
  "formula": "C16H17N7O3S2",
  "method": "ωB97M-V/def2-TZVPD",
  "species": ["C", "N", "C", "O", "C", "S", "C", "N", "N", "C", "N", "S", "C", "C", "N", "N", "C", "C", "C", "C", "C", "C", "C", "C", "O", "N", "C", "O", "H", "H", "H", "H", "H", "H", "H", "H", "H", "H", "H", "H", "H", "H", "H", "H", "H"],
  "positions_angstrom": [[-2.322, -2.410, 1.958], [-1.879, -2.040, 0.625], [-1.297, -2.978, -0.152], [-0.994, -4.081, 0.255], [-1.077, -2.639, -1.617], [-0.059, -1.183, -2.032], [1.304, -1.386, -0.973], [1.235, -1.579, 0.294], [2.409, -1.643, 0.909], [3.420, -1.485, 0.120], [4.703, -1.421, 0.528], [2.962, -1.247, -1.569], [-2.214, -0.736, 0.176], [-1.494, 0.337, 0.658], [-0.525, 0.156, 1.590], [-1.796, 1.613, 0.257], [-0.948, 2.732, 0.650], [0.461, 2.553, 0.140], [1.555, 2.691, 0.987], [2.840, 2.488, 0.511], [3.041, 2.145, -0.814], [1.956, 2.014, -1.666], [0.673, 2.215, -1.191], [-2.837, 1.885, -0.621], [-3.101, 3.011, -0.977], [-3.535, 0.794, -1.045], [-3.300, -0.551, -0.740], [-3.981, -1.418, -1.253], [-3.407, -2.531, 1.967], [-1.852, -3.357, 2.215], [-2.039, -1.642, 2.677], [-2.041, -2.444, -2.089], [-0.607, -3.503, -2.089], [5.427, -1.570, -0.154], [4.883, -1.744, 1.465], [0.155, 0.890, 1.707], [-0.114, -0.773, 1.588], [-0.968, 2.850, 1.738], [-1.405, 3.617, 0.196], [1.404, 2.966, 2.023], [3.681, 2.593, 1.179], [4.042, 1.980, -1.184], [2.107, 1.747, -2.701], [-0.171, 2.108, -1.856], [-4.296, 0.979, -1.688]],
  "mulliken_charge": [-1.07, 0.12, 0.68, -0.70, -0.67, -0.16, 0.34, 0.37, -1.25, 0.59, -0.43, -0.15, -0.47, 0.05, -0.27, 0.15, -1.39, 0.36, -0.06, -0.66, -0.50, -0.79, -0.32, 0.55, -0.66, -0.01, 0.65, -0.70, 0.31, 0.38, 0.35, 0.40, 0.47, 0.22, 0.27, 0.22, 0.50, 0.31, 0.47, 0.42, 0.40, 0.47, 0.48, 0.46, 0.27],
  "energy_ha": -2025.38039,
  "multiplicity": 1,
  "de_lowest_ev": 0.076,
  "homo_ev": -8.109
}



2.
{
  "formula": "CH6N2OP2S",
  "method": "ωB97M-V/def2-TZVPD",
  "species": ["C", "N", "N", "O", "P", "P", "S", "H", "H", "H", "H", "H", "H"],
  "positions_angstrom": [[0.940, 1.853, 0.848], [-1.289, -1.090, -0.278], [0.094, 0.900, 0.181], [2.899, -0.343, -0.303], [0.004, -0.774, 0.591], [-2.181, -2.495, -0.306], [1.644, -0.592, -1.014], [0.379, 2.470, 1.551], [1.707, 1.310, 1.397], [1.429, 2.504, 0.121], [-0.716, 1.270, -0.309], [-1.646, -3.080, -1.477], [-3.263, -1.931, -1.003]],
  "mulliken_charge": [-0.71, -0.26, -0.21, -0.39, 0.09, -0.17, 0.41, 0.32, 0.31, 0.27, 0.30, 0.00, 0.03],
  "energy_ha": -1307.24223,
  "multiplicity": 1,
  "de_lowest_ev": 1.721,
  "homo_ev": [-7.675, -7.741]
}



3.
{
  "formula": "C13H14MgN2",
  "method": "ωB97M-V/def2-TZVPD",
  "species": ["Mg", "C", "H", "H", "H", "H", "H", "C", "C", "C", "C", "C", "C", "N", "N", "C", "C", "C", "C", "C", "C", "H", "H", "H", "H", "H", "H", "H", "H", "H"],
  "positions_angstrom": [[-0.638, 0.346, -2.007], [3.639, 2.017, -1.286], [2.944, 1.566, -2.030], [2.843, 2.031, -0.485], [4.358, 1.224, -0.966], [3.640, 3.146, -1.568], [4.979, 2.431, -1.672], [0.953, -4.433, 0.841], [1.265, -3.768, -0.369], [0.563, -2.634, -0.808], [-0.486, -2.170, 0.005], [-0.754, -2.755, 1.247], [-0.042, -3.871, 1.682], [-1.308, -1.089, -0.412], [-1.983, -0.491, 0.605], [-2.050, 0.904, 0.486], [-2.490, 1.744, 1.559], [-2.492, 3.166, 1.385], [-2.216, 3.724, 0.127], [-1.761, 2.909, -0.960], [-1.677, 1.594, -0.694], [1.385, -5.411, 1.085], [2.013, -4.215, -1.028], [0.690, -2.239, -1.811], [-1.604, -2.416, 1.854], [-0.283, -4.437, 2.600], [-2.845, 1.266, 2.476], [-2.789, 3.854, 2.205], [-2.325, 4.785, -0.082], [-1.532, 3.219, -1.978]],
  "mulliken_charge": [0.62, -1.17, 0.15, 0.32, 0.28, 0.25, 0.15, -0.56, -0.48, -0.70, 0.99, -0.10, -0.45, -0.49, -0.25, -0.12, -0.38, -0.48, -0.36, -0.59, 0.59, 0.35, 0.30, 0.09, 0.37, 0.30, 0.40, 0.32, 0.34, 0.29],
  "energy_ha": -813.05186,
  "multiplicity": 1,
  "homo_ev": [-6.830, -6.301]
}



4.
{
  "formula": "C35H26F2N3",
  "method": "ωB97M-V/def2-TZVPD",
  "species": ["F", "C", "C", "C", "C", "C", "C", "C", "C", "C", "C", "C", "F", "C", "C", "C", "C", "H", "H", "H", "H", "H", "H", "H", "H", "H", "H", "H", "C", "C", "C", "C", "N", "C", "N", "C", "C", "C", "C", "C", "C", "C", "C", "C", "C", "C", "C", "C", "N", "C", "C", "H", "H", "H", "H", "H", "H", "H", "H", "H", "H", "H", "H", "H", "H", "H"],
  "positions_angstrom": [[1.982, -2.212, 6.572], [2.609, -2.106, 5.351], [3.838, -2.739, 5.181], [4.485, -2.563, 3.947], [3.948, -1.745, 2.961], [2.699, -1.091, 3.148], [2.193, -0.175, 2.175], [1.102, 0.676, 2.434], [0.204, 1.214, 1.554], [-0.834, 2.089, 1.961], [-0.922, 2.599, 3.301], [-2.082, 3.242, 3.705], [-2.230, 3.545, 5.038], [-3.115, 3.585, 2.835], [-2.938, 3.264, 1.482], [-1.868, 2.481, 1.067], [1.995, -1.353, 4.360], [4.261, -3.348, 5.976], [5.430, -3.077, 3.771], [4.488, -1.570, 2.028], [2.722, -0.087, 1.222], [0.964, 0.914, 3.495], [0.219, 0.860, 0.229], [-0.115, 2.448, 4.017], [-4.003, 4.101, 3.194], [-3.662, 3.610, 0.749], [-1.793, 2.140, 0.034], [1.003, -0.931, 4.529], [1.072, 5.309, -2.617], [1.182, 4.792, -1.314], [0.895, 3.444, -1.067], [0.452, 2.665, -2.136], [0.053, 1.333, -1.957], [-0.032, 0.553, -0.897], [-0.517, -0.634, -1.334], [-1.003, -1.707, -0.541], [-0.362, -1.988, 0.654], [-0.883, -2.964, 1.509], [-2.041, -3.654, 1.127], [-2.663, -3.388, -0.100], [-2.137, -2.401, -0.947], [-0.625, -0.534, -2.749], [-0.838, -1.607, -3.726], [-1.435, -1.257, -4.959], [-1.583, -2.205, -5.968], [-1.146, -3.522, -5.767], [-0.488, -3.862, -4.577], [-0.317, -2.915, -3.567], [-0.318, 0.682, -3.113], [0.389, 3.136, -3.441], [0.689, 4.481, -3.687], [1.302, 6.362, -2.800], [1.486, 5.441, -0.492], [1.002, 2.970, -0.092], [0.544, -1.435, 0.904], [-0.368, -3.191, 2.443], [-2.463, -4.412, 1.792], [-3.545, -3.946, -0.418], [-2.604, -2.162, -1.905], [-1.780, -0.234, -5.100], [-2.046, -1.918, -6.911], [-1.306, -4.279, -6.539], [-0.107, -4.873, -4.429], [0.228, -3.163, -2.654], [0.119, 2.443, -4.236], [0.616, 4.870, -4.704]],
  "mulliken_charge": [-0.30, 0.14, -0.51, -0.51, -0.69, 0.89, -0.99, -1.29, 1.95, 0.98, -0.89, 0.25, -0.30, -0.48, -0.74, -0.21, -0.44, 0.46, 0.39, 0.39, 0.36, 0.03, -0.47, 0.55, 0.45, 0.44, 0.31, 0.54, -0.51, -0.80, -0.17, 0.99, 0.84, 0.33, 0.24, -0.05, -0.15, -0.69, -0.51, -0.87, -0.06, 0.07, 0.18, -0.44, -0.64, -0.39, -0.67, -0.01, -0.94, -0.66, -0.61, 0.37, 0.39, 0.35, 0.45, 0.47, 0.40, 0.41, 0.52, 0.40, 0.38, 0.38, 0.39, 0.44, 0.47, 0.38],
  "energy_ha": -1712.95755,
  "multiplicity": 1,
  "de_lowest_ev": 0.000,
  "homo_ev": -10.725,
  "total_charge": 1
}



5.
{
  "formula": "C4H10O4",
  "method": "ωB97M-V/def2-TZVPD",
  "species": ["C", "C", "C", "C", "O", "O", "O", "O", "H", "H", "H", "H", "H", "H", "H", "H", "H", "H"],
  "positions_angstrom": [[0.457, 0.188, -0.314], [0.181, -0.462, 0.909], [-1.159, 0.854, 1.255], [-0.359, 0.017, -1.553], [1.653, -1.547, -0.226], [0.766, -2.562, -0.821], [1.279, 1.256, -0.242], [-0.838, 2.207, 1.192], [1.218, -3.366, -0.529], [1.323, 1.701, -1.100], [0.054, 2.338, 1.545], [-0.427, -1.356, 0.885], [0.878, -0.309, 1.724], [-2.025, 0.666, 0.624], [-1.359, 0.522, 2.275], [-1.216, -0.633, -1.387], [-0.697, 0.978, -1.951], [0.271, -0.493, -2.288]],
  "mulliken_charge": [1.03, -0.66, -0.65, -1.65, -0.54, -0.41, -0.42, -0.47, 0.30, 0.35, 0.35, 0.39, 0.35, 0.36, 0.37, 0.34, 0.55, 0.42],
  "energy_ha": -459.13547,
  "multiplicity": 1,
  "de_lowest_ev": 6.893,
  "homo_ev": -7.458
}



6.
{
  "formula": "C2H5PS",
  "method": "ωB97M-V/def2-TZVPD",
  "species": ["C", "C", "P", "S", "H", "H", "H", "H", "H"],
  "positions_angstrom": [[-1.702, -0.344, -0.425], [-1.327, 0.674, 0.319], [1.822, -0.662, 0.262], [1.092, 1.225, -0.142], [-2.638, -0.801, -0.363], [-1.238, -0.547, -1.460], [-1.457, 1.127, 1.219], [2.729, -0.498, -0.745], [2.718, -0.175, 1.334]],
  "mulliken_charge": [-0.37, -0.45, -0.05, -0.23, 0.31, 0.24, 0.42, 0.06, 0.07],
  "energy_ha": -818.60474,
  "multiplicity": 1,
  "de_lowest_ev": 2.535,
  "homo_ev": [-8.702, -8.701]
}